[1]
# C26H62Br6O16P4

A structure of composition C26H62Br6O16P4 (ωB97M-V with the def2-TZVPD basis set, the OMol25 dataset).

```
114
Properties=species:S:1:pos:R:3:forces:R:3
C 3.9606 1.0963 -0.5177 1.2290 0.1578 -0.5018
Br 3.9770 2.1872 1.1036 0.0060 -0.5358 -0.8280
Br 5.8821 0.5832 -1.0302 -1.6142 0.3873 0.4929
Br 3.0983 1.9772 -2.0208 0.2923 -0.2910 0.6429
H 3.4314 0.1598 -0.3414 0.2327 0.2660 0.1378
C 4.9994 -4.1884 -0.7559 0.2859 -0.0991 0.0933
Br 6.3335 -3.6086 0.5451 -0.4732 -0.4080 -0.2299
Br 3.7024 -2.7101 -0.9816 0.2724 -1.2556 0.0678
Br 4.3032 -6.0624 -0.4257 0.3201 1.8317 -0.2600
H 5.5658 -4.2627 -1.6842 -0.4682 -0.0212 0.1487
C 1.0098 -2.7739 7.2161 0.4167 -0.6846 0.0926
C 2.2349 -3.4557 6.5497 -1.6929 0.3083 2.2477
O 2.3787 -2.9247 5.2608 0.1911 0.1265 -0.6971
P 3.8081 -2.9708 4.6159 2.1274 0.9945 -0.4112
O 4.8311 -2.0705 5.2104 -1.1629 -0.7755 -0.4732
O 4.1473 -4.5108 4.6977 -0.1470 0.8390 0.2568
C 5.1851 -5.0700 3.9137 0.4682 -1.2483 -0.7383
C 4.5083 -6.2376 3.2058 0.5621 0.0509 -0.3512
O 3.5838 -2.7069 3.0403 0.3970 -1.5000 1.3194
C 2.9196 -1.5284 2.6895 0.0532 0.9186 -1.0085
C 1.4550 -1.7505 2.4455 -1.3273 0.2699 0.3994
H 0.0781 -2.9941 6.6950 0.0468 -0.0286 -0.0612
H 0.9551 -3.1804 8.2260 -0.2266 -0.1658 0.0868
H 1.0709 -1.6944 7.3538 0.3944 -0.0095 -0.4316
H 3.0634 -3.3335 7.2473 0.5934 0.5921 -0.5619
H 2.1049 -4.5379 6.5458 -0.2965 -0.0642 -0.5321
H 5.7034 -4.3906 3.2370 -0.7170 0.4275 -0.1625
H 6.0205 -5.4159 4.5226 -0.3396 -0.1602 0.5919
H 3.7418 -5.9112 2.5029 -0.0935 0.2347 0.2583
H 5.2209 -6.7940 2.5969 0.1335 -0.1736 0.1736
H 4.0600 -6.8853 3.9591 0.0324 -0.0762 -0.1054
H 3.1681 -0.7506 3.4115 -0.3502 0.0916 0.1990
H 3.3361 -1.1795 1.7446 0.4397 -0.0637 0.0083
H 1.1591 -1.7899 1.3972 0.3667 0.0683 -0.1062
H 1.0433 -2.6603 2.8825 0.3844 -0.0742 0.2507
H 0.9070 -0.9356 2.9185 -0.2164 0.0660 -0.1285
C -3.7128 1.6994 -9.1347 -0.3717 0.8018 0.8180
C -2.4879 2.6366 -9.2722 -1.2231 -1.6813 -0.6942
O -1.5721 2.3417 -8.2170 0.8171 0.1356 0.3143
P -0.5377 1.1368 -8.3537 0.6642 -0.4262 -0.0238
O -0.0277 0.8871 -9.7330 -0.1730 0.5104 1.9595
O 0.5421 1.3807 -7.1413 -1.4843 -0.1960 -2.0437
C 0.0503 1.5671 -5.7885 0.9290 0.6962 0.1611
C 1.2753 2.0336 -5.0240 -0.2079 0.1644 0.7591
O -1.4085 -0.0799 -7.7750 -0.1621 -0.4604 -0.9797
C -0.9314 -1.4307 -8.0386 -0.4658 -0.9509 1.7466
C -2.0784 -2.4734 -7.9851 -0.2793 1.2233 -0.9698
H -3.5294 0.6257 -9.0928 0.4627 0.1801 -0.3324
H -4.1574 1.9454 -8.1704 -0.1462 -0.0778 0.1175
H -4.4960 1.9100 -9.8629 0.2270 0.0429 -0.2749
H -2.0525 2.4272 -10.2493 0.4452 0.4138 0.1033
H -2.8232 3.6703 -9.1874 0.3626 -0.0578 0.0936
H -0.7271 2.3312 -5.7804 -0.0906 -0.1392 0.0182
H -0.2962 0.6265 -5.3602 -0.2484 -0.0394 -0.2669
H 1.0309 2.3151 -3.9997 -0.4025 -0.3149 0.1131
H 1.9905 1.2127 -4.9697 0.2545 0.2298 -0.2098
H 1.7039 2.9634 -5.3977 0.0981 -0.3009 -0.5537
H -0.3822 -1.5498 -8.9725 0.0610 0.5213 0.1504
H -0.3238 -1.6403 -7.1583 0.6301 -0.1024 -0.3214
H -2.4878 -2.5142 -8.9945 -0.1934 -0.3409 -0.0313
H -1.7656 -3.4740 -7.6868 0.2379 0.2160 0.0099
H -2.9047 -2.1375 -7.3585 0.2132 0.0022 0.2908
C -3.7847 -0.9342 3.6588 -0.0754 0.4004 0.4321
C -2.3005 -1.2456 3.9259 -1.6129 0.7141 -1.5336
O -1.9044 -0.8573 5.2044 1.0072 1.0699 1.5207
P -1.2741 0.5882 5.5664 -1.0479 0.4440 0.1354
O -2.1855 1.7753 5.3615 1.8039 -2.1598 0.5718
O -0.7699 0.2977 7.1074 0.0807 0.9149 -3.0066
C -1.4962 0.5320 8.3145 -0.2036 -0.7751 -0.3242
C -0.5730 0.0882 9.3950 -0.2620 0.2548 0.7106
O 0.0740 0.6099 4.6405 -2.6506 -1.8518 1.7311
C 1.0736 1.5302 4.9989 0.0022 0.2356 -1.2598
C 1.4084 2.2117 3.6545 1.0265 1.0536 0.5890
H -4.3847 -1.5037 4.3686 -0.2197 -0.3828 -0.4387
H -4.1218 0.0900 3.8183 0.7197 0.3231 0.2620
H -4.0266 -1.0850 2.6067 -0.0883 -0.7037 0.0885
H -2.2168 -2.3284 3.8336 0.5453 0.0884 0.0898
H -1.7253 -0.7192 3.1642 0.4034 -0.2813 -0.0383
H -1.8213 1.5592 8.4794 0.0139 0.0545 -0.5131
H -2.3471 -0.1492 8.3046 -0.3134 0.2524 -0.0659
H -0.1167 -0.8706 9.1488 -0.0600 0.0962 0.1439
H 0.1820 0.8470 9.6007 0.1124 -0.1823 0.0409
H -1.2395 -0.0096 10.2519 0.4364 -0.1637 0.4751
H 0.6786 2.1343 5.8157 0.1925 0.8359 -0.4141
H 1.9021 0.9849 5.4509 0.2955 -0.0245 -0.3418
H 2.1031 1.6981 2.9899 0.4583 -0.4249 0.8248
H 0.6468 2.4206 2.9032 -0.9915 -0.0167 0.9289
H 1.8361 3.1724 3.9411 0.3386 0.1878 -0.4570
C -4.0410 1.4097 -5.2683 1.4683 1.4787 0.7084
C -3.5878 2.6248 -4.3637 -2.2206 0.1087 -1.1981
O -2.6837 2.1742 -3.3976 0.9553 -0.4747 0.5285
P -1.6924 3.1657 -2.6081 -0.1314 -1.1311 -0.6950
O -0.9569 4.0246 -3.5884 -0.8871 -0.7136 2.1716
O -0.8002 2.0517 -1.8077 -0.4429 1.8504 -1.0764
C -1.1502 1.3875 -0.5973 0.7231 -0.6418 1.2144
C 0.0408 0.5079 -0.0744 -0.2590 0.5858 -1.2823
O -2.7087 3.7840 -1.5020 1.8384 -0.6437 -0.0251
C -3.3628 5.0432 -1.6599 -1.1815 -0.0215 -0.6679
C -3.4776 5.8366 -0.3408 1.1298 -0.4178 -1.1550
H -3.1288 1.1514 -5.8062 0.0001 -0.7950 0.1765
H -4.4158 0.6550 -4.5769 0.1201 -0.2464 -0.4238
H -4.7410 1.6390 -6.0717 -0.3341 0.3418 0.5107
H -3.2499 3.4999 -4.9188 0.7180 -0.3247 -0.3520
H -4.4743 3.0294 -3.8752 -0.2632 -0.1714 0.4307
H -1.3852 2.1307 0.1646 -0.3683 -0.0472 -0.0867
H -1.9824 0.7081 -0.7818 -0.2026 0.2390 -0.0071
H 0.5329 0.1269 -0.9692 -0.0398 -0.3880 -0.0822
H 0.8381 1.0370 0.4475 -0.3272 0.3372 0.2438
H -0.3062 -0.3328 0.5265 -0.1225 0.2083 -0.0102
H -2.9335 5.4920 -2.5557 0.5003 0.9288 0.5590
H -4.3587 4.8125 -2.0380 -0.3717 -0.1914 0.3484
H -4.1970 6.6452 -0.4701 0.0196 -0.0961 0.1173
H -3.7421 5.1786 0.4870 -0.2215 0.0193 -0.1718
H -2.4909 6.2504 -0.1328 -0.0848 0.2022 0.2400
```
Forces are in eV/Å.

## Properties
Frontier orbital gap = 9.49 eV
Relative energy (zero: lowest compared OMol25 entry of this formula, charge and spin) = 283.7 kJ/mol
Energy = -19041.5143 Ha

---

[2]
# C26H22B3N3O25

A cluster of 7 separate species, C26H22B3N3O25 in total (ωB97M-V with the def2-TZVPD basis set, the OMol25 dataset).

```
79
Properties=species:S:1:pos:R:3:forces:R:3
N 3.9769 16.8722 12.8543 -0.0096 0.0865 0.4333
H 4.1070 16.1881 13.5858 0.8124 -0.1639 1.3143
H 3.6188 17.7384 13.2304 -0.5371 0.2752 0.0094
H 3.3424 16.3002 12.3153 -0.5011 0.4897 -1.2920
H 4.8328 17.0699 12.3559 0.3724 -0.0741 -0.6613
O 0.6560 14.0116 5.4412 2.7247 0.3551 3.5632
C 1.5469 14.0409 6.3410 -3.3579 -0.6375 -5.3711
O 1.3619 14.0108 7.6349 0.6925 0.3323 -0.4635
B 2.7219 13.8875 8.1778 0.0559 -0.7945 -0.9704
O 3.6914 13.9104 7.0773 0.5794 0.2108 1.5290
C 3.0543 13.9395 5.9639 1.1669 -0.1456 -5.9140
O 3.5583 13.8525 4.7864 -2.6790 0.2187 5.4503
O 2.9308 14.8490 9.2097 0.0982 1.8912 -0.3323
C 3.0610 14.2306 10.3103 1.8349 1.0132 5.2723
O 3.2391 14.7286 11.4492 -0.7297 -1.0697 -2.9545
C 3.0323 12.7348 10.0768 -1.7288 -0.6717 3.5808
O 2.8306 12.5982 8.8405 0.0863 -1.8028 -2.2752
O 2.8904 11.9158 10.9706 0.9365 0.5726 -1.0404
O 5.6347 15.7044 4.2681 1.1819 2.3870 4.0795
C 5.9235 16.3795 5.2875 -1.0926 -2.1779 -2.3467
O 5.5982 16.1642 6.5821 0.0961 -0.1776 -0.9058
B 5.9014 17.3932 7.3837 -0.6681 -1.6337 -0.3555
O 6.7518 18.1277 6.4832 0.8813 2.3932 1.4572
C 6.7248 17.6975 5.2733 -0.2067 -0.9463 -3.7746
O 7.1652 18.1599 4.2249 -0.2696 -0.1003 2.4388
O 6.5375 17.0988 8.7263 -0.5156 0.5076 -0.1467
C 5.6967 17.4431 9.6806 0.6553 -0.9610 2.3972
O 5.8886 17.3681 10.9085 -0.0794 0.1868 -3.0681
C 4.3981 17.9192 9.0333 -0.7953 1.6490 -0.6468
O 4.5858 18.0075 7.7238 0.8666 -0.2831 0.3654
O 3.4109 18.3302 9.5857 0.2626 -0.6124 0.4283
O 6.1091 17.7028 15.0564 0.4565 2.7342 -0.7401
C 6.3713 18.8897 14.8610 1.8082 -1.8786 1.8657
O 7.5350 19.5048 15.2137 -0.5127 -0.6874 -0.3122
B 7.4700 20.9287 14.8428 0.5259 1.3490 -0.7579
O 6.0581 21.1556 14.5513 -0.3997 -0.1550 -0.1603
C 5.4855 19.9890 14.3658 -2.0942 0.0850 -1.1872
O 4.4008 19.7794 13.8628 0.5867 0.3232 0.5093
O 8.0010 21.9444 15.7669 -1.2793 -1.2549 2.2342
C 9.1997 22.3263 15.4468 1.7047 1.7199 0.8614
O 10.0171 22.8776 16.1727 -1.3478 -0.9268 -1.1723
C 9.3018 22.0483 13.9530 2.2361 0.0950 -0.9897
O 8.2835 21.3057 13.6400 -0.6129 -1.2498 -0.8287
O 10.2054 22.4041 13.2189 -1.1348 -0.1989 0.7313
C -1.4058 15.4896 11.9989 0.9005 0.8272 -1.9487
C -2.0430 14.6578 13.0443 1.4684 -0.5682 0.7135
C -0.7886 13.9770 13.6656 -1.5783 -0.6947 2.2329
O 0.2372 13.9200 12.7688 0.6049 0.0223 -1.2350
C 0.0859 14.9174 11.7452 -2.0926 0.2280 1.1592
H -1.4330 16.5386 12.2940 0.6933 0.0742 0.1290
H -2.0937 15.4899 11.1534 0.5812 -0.1395 -0.6471
H -2.6619 13.9007 12.5629 -0.3540 0.1037 0.4953
H -2.5361 15.3864 13.6878 -0.4778 -0.8728 0.4241
H -1.0259 12.9800 14.0369 -0.1645 -0.5921 -0.5803
H -0.4572 14.3764 14.6241 0.0629 1.1744 0.0777
H 0.1856 14.3756 10.8046 0.2157 0.5633 -0.1635
H 0.8032 15.7110 11.9541 0.1348 -0.0812 -0.6073
N 3.9548 14.9851 14.9075 -0.2009 -2.0116 3.5733
C 4.3679 15.1665 16.2255 -0.8036 0.6479 -0.8841
C 4.0029 14.3686 17.3343 1.5206 1.6200 -0.8289
C 3.3512 13.2300 17.0913 -1.7358 -1.4156 -0.5982
C 2.8573 12.9751 15.8108 1.1478 0.1256 1.4137
C 3.1951 13.8620 14.7922 -0.5560 -0.5648 -0.4696
H 4.9398 16.0660 16.3992 0.1710 0.0747 -0.1759
H 4.2572 14.5400 18.3698 0.5134 0.7044 -0.1723
H 3.1393 12.5810 17.9281 -0.1651 -0.3136 -0.0530
H 2.3246 12.0372 15.7555 -0.2545 0.1738 -1.0260
H 2.7729 13.5571 13.8461 0.2727 0.6796 -0.6520
N 1.4246 18.4616 13.1167 -2.3121 1.2830 0.5284
C 0.7935 19.1215 14.1865 1.3007 0.5302 -1.3956
C -0.2251 20.0515 14.0672 -0.2089 -0.7854 -0.6222
C -0.7373 20.2235 12.8087 -0.7144 0.4120 -1.3851
C -0.2281 19.5705 11.7052 0.8100 -0.2832 0.8960
C 0.8622 18.6891 11.8912 -0.6451 0.7814 1.1272
H 1.2306 19.1803 15.1723 0.6681 -1.1464 -0.0002
H -0.6668 20.6222 14.8707 0.3566 -0.2131 0.3824
H -1.5466 20.9042 12.5891 -0.1601 0.2676 0.3648
H -0.6348 19.8471 10.7437 0.1864 -0.4504 -0.2349
H 1.2308 18.2424 10.9796 0.7448 -0.4326 0.3085
```
Forces are in eV/Å.

## Properties
Net charge = -2
Frontier orbital gap = 8.57 eV
Relative energy (zero: lowest compared OMol25 entry of this formula, charge and spin) = 322.9 kJ/mol
Energy = -3124.5558 Ha

---

[3]
# H3OS2

A cluster of 2 separate species, H3OS2 in total (ωB97M-V with the def2-TZVPD basis set, the OMol25 dataset).

```
6
Properties=species:S:1:pos:R:3:forces:R:3
O -0.7035 0.2651 -2.0006 -0.3236 -0.0585 0.2045
H -1.6178 0.0332 -2.1973 0.1133 0.0288 -0.0561
S -0.4406 -0.6574 1.4797 0.1145 0.0820 -0.1385
S 1.6174 -0.5220 1.8697 -0.1967 -0.0009 -0.0713
H -0.6474 0.0689 -1.0415 0.3047 -0.0377 0.0587
H 1.7919 0.8121 1.8899 -0.0122 -0.0136 0.0027
```
Forces are in eV/Å.

## Properties
Net charge = -1
Frontier orbital gap = 6.20 eV
Relative energy (zero: lowest compared OMol25 entry of this formula, charge and spin) = 10.7 kJ/mol
Energy = -873.4634 Ha

---

[4]
# C4H8O2

The molecule C4H8O2 (ωB97M-V with the def2-TZVPD basis set, the OMol25 dataset).

```
14
Properties=species:S:1:pos:R:3:forces:R:3
O 0.8622 1.5372 -0.3661 0.2726 0.1317 0.1192
C 0.8133 0.1222 -0.3877 0.1017 -0.2218 0.0059
C 0.5587 -0.5137 0.9993 0.0896 -0.0302 0.0809
C -0.9434 -0.6541 0.6510 -0.1636 -0.0079 0.0312
C -0.6206 -0.2811 -0.8174 0.0643 -0.3118 -0.0116
O -1.3708 0.7196 -1.4374 0.0234 0.1702 0.0284
H 1.7194 1.8131 -0.0219 -0.1642 0.0168 -0.0418
H 1.6421 -0.2899 -0.9789 -0.1423 0.1036 0.0774
H 1.0749 -1.4680 1.1421 -0.0730 0.1390 -0.0593
H 0.7886 0.1434 1.8445 0.0060 -0.1147 -0.1516
H -1.3902 -1.6402 0.8090 0.0308 0.1914 -0.0104
H -1.5704 0.1061 1.1252 0.0945 -0.0966 -0.0556
H -0.6216 -1.1575 -1.4740 0.0180 0.1077 0.0988
H -0.9811 1.5587 -1.1459 -0.1579 -0.0776 -0.1115
```
Forces are in eV/Å.

## Properties
Frontier orbital gap = 10.48 eV
Relative energy (zero: lowest compared OMol25 entry of this formula, charge and spin) = 156.8 kJ/mol
Energy = -307.6527 Ha

---

[5]
# C5H11BrLiNO5P

A structure of composition C5H11BrLiNO5P (ωB97M-V with the def2-TZVPD basis set, the OMol25 dataset).

```
25
Properties=species:S:1:pos:R:3:forces:R:3
O -0.3720 2.9760 -0.8908 -0.3416 0.2608 0.0496
C 0.0615 2.2182 -0.0882 0.0080 -0.4314 0.2261
O 0.6926 2.5542 1.0593 0.2352 0.3227 0.1077
N 0.0621 0.8020 -0.2446 -0.0456 0.4527 -1.1560
C -0.8523 0.3092 -1.2918 -0.0662 -0.5483 0.4087
C -1.8152 -0.7582 -0.7803 -0.0807 0.1747 -0.0702
C -2.9728 -0.2017 0.0289 -0.0337 -0.0998 0.0325
Br -2.5271 0.2737 1.8543 0.0733 0.1044 0.0691
C 1.3984 0.2890 -0.2824 0.5579 -0.5325 1.3847
P 1.7004 -0.9329 1.1481 -1.4704 1.3556 1.4954
O 0.7208 -0.7326 2.2014 0.2197 -0.3461 -0.3612
O 3.1988 -0.7345 1.6327 0.4077 -0.0863 -1.0107
O 1.7358 -2.3740 0.4274 0.2516 -0.0051 -0.4351
H 0.0594 2.6372 1.7884 0.0641 -0.0933 -0.0198
H -0.2638 -0.1027 -2.1166 -0.0371 0.1191 -0.1844
H -1.4474 1.1403 -1.6572 0.2376 0.1561 -0.1465
H -2.2742 -1.2232 -1.6565 0.1014 -0.1125 -0.0578
H -1.2880 -1.5360 -0.2243 -0.0473 -0.0817 0.0490
H -3.3661 0.6983 -0.4365 -0.0729 -0.0057 -0.0080
H -3.7678 -0.9352 0.1149 -0.0261 0.0175 -0.0021
H 1.6005 -0.1688 -1.2634 -0.8225 0.6347 -0.4632
H 2.1441 1.0724 -0.1192 -0.0357 0.1243 -0.0341
H 3.8961 -1.3020 1.2756 0.0565 -0.1197 0.5157
H 0.8756 -2.8105 0.5625 0.2008 -0.2541 -0.1348
Li 2.8004 -1.1581 -1.0419 0.6661 -1.0059 -0.2546
```
Forces are in eV/Å.

## Properties
Net charge = +1
Frontier orbital gap = 7.49 eV
Energy = -3550.8213 Ha

---

[6]
# H24O12

A cluster of 12 separate species, H24O12 in total (ωB97M-V with the def2-TZVPD basis set, the OMol25 dataset).

```
36
Properties=species:S:1:pos:R:3:forces:R:3
O 0.4831 -3.0049 1.6492 0.0653 -0.2899 0.2194
H 0.2159 -2.1196 1.4018 0.0010 0.3893 -0.1165
H 0.0925 -3.5688 0.9817 -0.0272 -0.2065 -0.1495
O -1.9591 2.1341 0.5960 -0.3915 -0.3564 -0.9207
H -1.3946 2.0067 1.3585 0.2577 0.3166 0.3581
H -2.6786 2.6770 0.9182 -0.2280 0.0787 -0.0508
O -4.4342 0.4491 -0.4046 -0.2053 -0.0636 -0.0578
H -3.4827 0.3454 -0.4024 0.4350 0.4186 0.1290
H -4.7732 -0.4460 -0.3996 -0.2490 -0.2056 -0.0126
O 0.1754 -0.3449 -0.2158 -0.0333 -0.2245 0.1452
H 0.8250 0.1700 0.2630 0.3316 0.2693 0.1335
H -0.6633 -0.0909 0.1693 -0.3749 0.3712 0.0863
O -0.5279 1.7241 2.7391 0.4831 -0.0526 0.4813
H -0.7811 0.8145 2.8959 -0.1115 -0.4697 -0.2005
H -0.2536 2.0482 3.5970 0.1149 0.3424 0.1283
O 1.6011 3.3969 0.0814 0.0438 0.2225 0.1115
H 1.4983 2.4844 -0.1890 -0.1554 -0.2246 -0.4605
H 2.1279 3.3528 0.8793 0.0456 0.1618 0.2607
O 0.8051 0.8499 -2.8989 0.5160 0.3336 -0.0701
H 0.1394 0.8643 -3.5866 -0.2159 -0.0823 -0.0628
H 0.4645 0.2364 -2.2479 -0.2692 -0.1409 0.1449
O -1.5822 -0.9183 2.3284 0.1520 0.3089 -0.0353
H -1.9008 -0.9633 3.2299 -0.1582 -0.2054 0.3018
H -2.1226 -1.5480 1.8512 -0.1404 -0.1923 -0.1161
O 3.7565 -1.9440 -0.3613 0.6311 -0.3487 0.2312
H 3.5019 -1.0720 -0.0598 -0.2900 0.0178 0.2728
H 3.4802 -1.9714 -1.2773 -0.2626 -0.1926 -0.3287
O -1.9896 -0.4350 -2.9691 0.1624 -0.0140 -0.1111
H -2.1375 -0.7954 -2.0948 0.0836 -0.1328 0.1312
H -2.8665 -0.2423 -3.3008 -0.2605 0.1350 -0.1036
O 3.1626 0.7258 -0.2012 -0.4094 0.0892 0.2463
H 3.3396 1.3873 0.4676 0.1440 0.2103 0.1796
H 4.0160 0.5517 -0.5983 0.3235 0.1281 -0.4138
O 1.3048 -2.2712 -1.7898 0.0488 -0.3325 -0.7604
H 1.2285 -2.9957 -1.1689 0.1633 -0.1130 0.2251
H 1.3292 -1.4869 -1.2416 -0.2205 0.0546 0.1846
```
Forces are in eV/Å.

## Properties
Frontier orbital gap = 9.89 eV
Relative energy (zero: lowest compared OMol25 entry of this formula, charge and spin) = 226.3 kJ/mol
Energy = -917.2392 Ha

---

frontier orbital gap of number 1 (C26H62Br6O16P4)?
9.49 eV

---

Look up the frontier orbital gap of the first one.
9.49 eV

---

Number 4 is which compound?
C4H8O2

---

The highest energy belongs to which entry?
C4H8O2